(1)
39
Properties=species:S:1:pos:R:3:forces:R:3:mulliken_charge:R:1 method="wB97M-V/def2-TZVPD" fmax_ev_per_a=2.40 mol_weight_g_mol=289.29 lumo_ev=0.40 homo_lumo_gap_ev=8.75
H -7.585 0.680 -0.425 0.047 0.070 -0.195 0.201
N -6.884 0.011 -0.728 -0.271 -0.047 0.130 -0.749
C -5.726 0.333 -0.299 0.036 -0.450 0.082 0.465
N -5.387 1.421 0.506 -0.672 0.330 0.195 -0.472
N -4.653 -0.461 -0.552 1.074 0.035 -0.438 -0.141
C -3.343 -0.417 0.113 -1.264 -1.167 0.860 -0.778
C -2.287 0.402 -0.565 0.848 0.445 -0.433 -0.378
C -0.893 0.391 0.074 0.133 -0.271 0.162 -0.855
C -0.065 -0.890 -0.140 0.419 -0.342 -0.505 -0.009
N -0.795 -2.082 0.323 0.817 0.549 -0.341 -0.634
C 1.263 -0.708 0.653 0.310 1.106 -0.769 0.250
O 1.445 -1.118 1.778 -0.322 -0.573 0.391 -0.655
N 2.232 0.050 0.046 0.236 0.614 0.154 -0.158
C 3.435 0.475 0.768 -0.032 -0.071 -0.563 0.040
C 4.471 -0.635 0.649 0.195 -0.175 0.106 -1.157
C 4.918 -0.779 -0.778 -0.352 -0.120 0.036 0.653
O 4.596 -0.009 -1.653 0.735 -0.955 0.070 -0.530
O 5.704 -1.885 -0.918 -0.517 0.889 -0.219 -0.450
C 3.931 1.776 0.160 -0.180 1.418 -1.932 0.285
O 3.280 2.460 -0.616 0.779 -0.826 1.404 -0.606
O 5.208 2.098 0.513 -0.792 -0.910 0.540 -0.452
H -4.615 1.922 0.109 0.355 0.321 0.067 0.159
H -6.185 2.031 0.632 0.193 0.020 0.028 0.285
H -4.777 -1.217 -1.200 -0.378 0.045 0.046 0.242
H -3.517 -0.040 1.138 0.192 -0.276 -0.316 0.376
H -3.063 -1.499 0.174 0.210 1.184 0.097 0.305
H -2.199 0.086 -1.597 0.076 -0.232 -0.390 0.202
H -2.524 1.468 -0.641 -0.535 -0.070 0.166 0.318
H -0.345 1.239 -0.372 -0.016 -0.266 0.459 0.326
H -0.961 0.525 1.174 -0.038 0.230 -0.491 0.354
H 0.180 -1.030 -1.224 -0.201 0.222 0.763 0.351
H -0.825 -1.949 1.328 -0.121 -0.480 0.260 0.299
H -0.181 -2.880 0.147 -0.311 0.076 0.267 0.298
H 2.108 0.575 -0.812 -0.394 -0.296 0.046 0.324
H 3.209 0.731 1.797 -0.126 -0.385 0.361 0.652
H 5.386 -0.492 1.217 -0.072 0.169 0.367 0.489
H 4.012 -1.570 0.974 0.104 0.027 0.068 0.427
H 5.952 -1.936 -1.849 0.124 -0.051 -0.244 0.353
H 5.481 2.922 0.098 -0.289 0.217 -0.291 0.368

---

(2)
39
Properties=species:S:1:pos:R:3:forces:R:3:mulliken_charge:R:1 method="wB97M-V/def2-TZVPD" fmax_ev_per_a=3.44 mol_weight_g_mol=289.29 lumo_ev=0.33 homo_lumo_gap_ev=9.37
H 0.682 -0.362 -4.807 0.296 0.161 -0.512 0.207
N 0.540 0.605 -4.524 -0.826 -0.837 -1.850 -0.805
C 0.729 0.668 -3.291 0.216 0.705 0.373 0.375
N 1.221 -0.343 -2.491 0.101 -0.254 0.771 -0.488
N 0.515 1.868 -2.663 -0.146 1.510 0.339 -0.282
C -0.030 1.968 -1.310 0.206 0.183 -0.432 -0.615
C -1.495 1.508 -1.244 -0.369 -0.201 -0.756 -0.617
C -1.869 0.949 0.121 -0.598 0.071 0.406 -0.852
C -1.677 -0.562 0.269 1.730 0.232 0.792 0.675
N -0.278 -0.984 -0.039 -1.636 0.016 0.379 -0.530
C 0.766 -1.178 0.780 0.258 -0.510 1.123 -0.037
O 1.887 -1.164 0.315 0.770 -0.054 0.258 -0.651
C 0.530 -1.487 2.277 -0.933 -0.186 0.563 0.049
N 1.498 -2.452 2.759 0.642 0.491 -0.431 -0.710
C 0.517 -0.176 3.120 -1.319 -0.279 0.738 -0.369
C 1.723 0.658 2.889 0.451 0.530 -0.621 0.346
O 2.821 0.484 3.338 0.034 -0.269 0.373 -0.569
O 1.487 1.662 2.009 -0.954 -0.363 0.110 -0.374
C -2.623 -1.366 -0.575 -3.415 -0.104 -0.407 0.126
O -3.834 -1.120 -0.628 2.834 -0.396 0.088 -0.609
O -2.096 -2.422 -1.202 0.250 0.313 0.076 -0.552
H 1.668 -1.115 -2.983 -0.133 0.463 0.164 0.195
H 1.813 0.059 -1.774 0.186 -0.556 0.171 0.266
H 0.101 2.565 -3.308 0.498 -0.958 0.522 0.315
H 0.012 3.034 -1.050 0.032 -0.223 0.034 0.456
H 0.628 1.483 -0.573 -0.280 -0.144 -0.308 0.090
H -2.119 2.392 -1.451 0.099 -0.285 0.087 0.403
H -1.753 0.804 -2.103 0.470 0.563 1.141 0.335
H -1.310 1.493 0.922 -0.346 -0.483 -0.532 0.196
H -2.940 1.088 0.306 0.174 0.190 0.017 0.521
H -1.916 -0.815 1.324 0.249 -0.074 -0.589 0.388
H 0.064 -0.892 -0.988 -0.058 0.620 -0.536 0.667
H -0.444 -1.995 2.401 0.088 0.614 -0.191 0.321
H 1.562 -2.412 3.780 -0.051 0.007 -0.473 0.306
H 2.378 -2.101 2.389 0.396 -0.437 0.207 0.323
H -0.415 0.390 2.939 0.509 -0.029 -0.200 0.242
H 0.469 -0.434 4.199 0.215 -0.071 -0.654 0.483
H 2.321 2.101 1.874 0.758 0.405 -0.148 0.290
H -1.136 -2.395 -1.009 -0.397 -0.360 -0.091 0.486

---

(3)
33
Properties=species:S:1:pos:R:3:forces:R:3:mulliken_charge:R:1 method="wB97M-V/def2-TZVPD" fmax_ev_per_a=4.48 mol_weight_g_mol=217.33 lumo_ev="-0.33 / -1.73" homo_lumo_gap_ev="6.40 / 3.67"
C -1.019 -2.403 0.186 -0.031 0.106 0.809 -0.667
C -0.251 -1.690 -0.926 0.003 0.367 4.010 -1.403
C -2.363 -1.671 0.705 2.470 -0.039 1.207 -0.811
C 1.788 -0.546 0.135 -1.129 -0.381 3.098 -1.142
C 1.259 1.887 0.520 -1.580 0.761 3.083 -0.814
C 0.288 -0.415 -0.328 0.122 0.501 0.035 1.197
C 2.388 0.778 0.633 -2.814 2.288 -2.635 0.220
C 0.116 0.819 -1.194 -0.653 1.155 1.058 -1.520
C -3.086 -0.739 -0.173 1.489 0.245 1.513 -0.883
C 3.574 1.362 -0.099 1.607 0.415 0.804 -1.488
N 0.587 1.992 -0.740 1.114 -2.891 0.583 0.086
O -4.213 1.528 0.010 2.219 2.472 -1.605 -0.572
O -1.853 1.167 0.955 0.322 0.696 0.387 -0.563
S -2.624 0.908 -0.265 -3.114 -1.468 0.885 0.668
H -1.419 -3.312 -0.238 0.507 -0.840 0.184 0.600
H -0.275 -2.572 1.116 -1.783 0.020 -2.038 0.052
H 0.521 -2.297 -1.167 2.660 -1.997 -0.990 0.496
H -0.798 -1.580 -1.755 -2.400 0.739 -3.084 0.596
H -2.887 -2.576 1.073 -0.538 0.986 0.042 0.419
H -2.009 -1.036 1.530 -0.373 -0.505 0.435 0.440
H 1.847 -1.329 1.053 -0.371 1.637 -2.213 0.285
H 2.510 -0.862 -0.538 0.640 -1.306 -2.107 0.507
H 0.395 1.723 1.312 1.672 0.012 -1.486 0.139
H 1.534 2.944 0.668 0.824 -0.628 0.621 0.604
H -0.390 -0.408 0.597 1.424 1.339 -1.007 0.145
H 2.547 0.545 1.611 0.964 0.487 2.956 0.521
H -0.620 1.028 -1.958 0.148 -1.061 -0.804 0.628
H -3.491 -1.247 -0.952 -1.616 -0.539 -2.854 0.549
H 3.834 2.455 0.323 -0.394 -2.601 -1.228 0.291
H 3.545 1.281 -1.192 -0.732 0.741 0.067 0.354
H 4.399 0.657 0.051 0.484 0.476 0.498 0.426
H -4.822 0.919 0.363 -0.643 -1.860 0.797 0.331
H 0.989 2.690 -1.319 -0.500 0.671 -1.020 0.309

---

(4)
31
Properties=species:S:1:pos:R:3:forces:R:3:mulliken_charge:R:1 method="wB97M-V/def2-TZVPD" fmax_ev_per_a=1.65 mol_weight_g_mol=184.24 lumo_ev="-4.40 / -4.39" smiles="CC/[NH+]=C/[C@H](C)[P@H]1=CC=CCC1" charge=+1 homo_lumo_gap_ev="5.87 / 5.87"
C 0.656 2.707 -3.267 -0.196 0.041 0.117 -1.070
C -0.327 3.239 -2.228 0.546 0.392 -0.613 -0.533
N -0.788 2.205 -1.324 0.278 -0.608 0.943 -0.038
C -0.153 1.805 -0.239 -0.987 0.234 -0.809 -0.505
C -0.649 0.803 0.632 -0.175 -0.528 0.147 0.314
C -0.168 0.868 2.071 0.008 -0.079 0.117 -1.282
P -0.166 -1.098 -0.055 1.018 -0.811 -0.152 0.224
C 1.371 -1.796 -0.090 -0.913 1.338 -0.330 -0.361
C 1.743 -2.792 0.868 -0.270 -0.631 0.531 -0.367
C 0.918 -3.339 1.772 0.303 -0.062 -0.039 -0.372
C -0.482 -2.875 2.035 0.108 0.056 0.024 -0.889
C -1.224 -2.290 0.821 -0.075 0.169 0.141 -0.542
H 1.552 2.320 -2.789 0.102 -0.045 0.026 0.336
H 0.206 1.917 -3.863 -0.020 -0.068 -0.062 0.330
H 0.942 3.516 -3.932 0.065 0.046 -0.077 0.365
H -1.202 3.657 -2.726 0.038 0.028 0.169 0.354
H 0.150 4.027 -1.642 -0.169 -0.042 0.006 0.313
H -1.673 1.768 -1.550 -0.010 -0.008 0.121 0.312
H 0.792 2.291 -0.033 0.151 0.068 -0.027 0.354
H -1.734 0.680 0.545 0.090 0.029 -0.094 0.412
H 0.628 1.598 2.184 0.103 0.031 0.074 0.416
H 0.221 -0.096 2.406 0.035 0.055 0.073 0.219
H -0.986 1.153 2.729 0.023 0.047 0.067 0.292
H -0.685 -0.919 -1.335 -0.116 0.278 -0.243 0.095
H 2.137 -1.339 -0.700 0.004 -0.021 -0.129 0.431
H 2.760 -3.149 0.792 0.074 -0.102 0.057 0.371
H 1.286 -4.115 2.425 0.087 -0.045 0.038 0.384
H -1.070 -3.709 2.423 -0.058 0.106 0.008 0.399
H -0.441 -2.123 2.836 -0.131 -0.030 -0.002 0.308
H -1.453 -3.081 0.096 0.044 0.195 0.020 0.404
H -2.162 -1.831 1.141 0.042 -0.032 -0.103 0.327

---

(5)
31
Properties=species:S:1:pos:R:3:forces:R:3:mulliken_charge:R:1 method="wB97M-V/def2-TZVPD" fmax_ev_per_a=4.38 mol_weight_g_mol=181.36 lumo_ev="0.44 / 0.43" homo_lumo_gap_ev="6.65 / 6.65"
C 2.275 3.106 -1.297 0.224 -1.054 1.601 -0.281
C 2.791 2.209 -0.658 0.621 -3.492 -0.463 -0.260
C 0.376 -2.559 1.409 2.151 -3.331 -1.357 -0.765
C 0.252 -3.317 0.050 1.040 -0.810 1.025 -0.762
C 1.383 -1.547 1.081 0.860 2.713 1.017 -0.733
C -0.468 -2.315 -0.830 1.071 0.028 0.752 -0.902
C -1.207 1.973 -2.204 2.272 -0.553 3.013 -0.895
C -0.429 1.531 2.283 0.409 -1.021 -0.389 -1.249
C -1.700 0.911 -1.266 1.076 -2.588 1.178 -0.934
C -0.928 1.534 0.909 0.912 -3.192 -0.783 0.218
N -0.962 0.558 0.047 1.209 1.437 -0.194 0.074
Si 0.515 -0.713 -0.424 0.225 0.866 -0.954 -0.406
H 1.556 3.846 -1.533 0.162 0.486 -0.441 0.374
H -0.553 -2.171 1.632 -2.044 0.847 0.911 0.345
H 0.682 -3.350 2.076 0.070 0.031 1.051 0.408
H 1.325 -3.592 -0.222 -1.407 0.323 -0.089 0.289
H -0.263 -4.262 0.270 -0.169 0.069 -0.599 0.355
H 1.743 -0.893 1.925 -0.589 -0.350 -0.705 0.304
H 2.320 -1.950 0.669 -0.314 -0.189 0.028 0.458
H -0.456 -2.496 -1.871 -0.086 -0.411 -1.170 0.483
H -1.449 -2.397 -0.440 -1.411 0.479 -0.007 0.441
H -1.672 2.852 -1.910 -0.801 2.002 -0.141 0.413
H -0.114 2.089 -2.102 -0.388 -0.138 -0.134 0.011
H -1.422 1.634 -3.139 -0.695 -0.344 -2.806 0.407
H -1.124 2.143 2.760 -1.374 0.884 1.414 0.442
H -0.424 0.550 2.733 0.316 -0.251 0.158 0.269
H 0.485 2.079 2.425 0.847 -0.089 -0.212 0.285
H -2.629 1.115 -0.821 -1.731 0.422 -0.198 0.663
H -1.757 -0.055 -1.801 -0.071 0.416 0.383 0.349
H -1.289 2.447 0.647 -1.358 2.603 -1.203 0.421
H 3.143 1.039 -0.399 -1.026 4.206 -0.684 0.179

---

(6)
34
Properties=species:S:1:pos:R:3:forces:R:3:mulliken_charge:R:1 method="wB97M-V/def2-TZVPD" fmax_ev_per_a=3.87 mol_weight_g_mol=234.23 lumo_ev="5.86 / 5.89" charge=-2 homo_lumo_gap_ev="5.67 / 5.36"
C -0.058 2.013 -0.467 -0.201 1.159 0.022 0.201
C -3.565 1.848 -0.169 -0.342 0.883 -3.755 -1.156
C 0.969 -0.468 2.813 -0.403 0.143 1.982 -1.172
C 2.377 -2.336 -1.438 -3.057 -1.095 0.925 -1.549
C -3.083 0.697 -1.033 -1.832 -2.482 0.789 -0.369
C 1.753 -1.092 1.692 -1.384 -0.741 -0.819 -0.704
C 1.041 -1.786 -0.751 0.660 -0.570 -0.775 -0.519
C -1.829 -0.031 -0.509 0.673 0.961 -0.287 -0.546
C -0.799 0.864 0.119 1.625 -0.903 -0.593 -0.171
C 1.372 -0.715 0.248 -1.179 -0.006 0.800 0.510
O 2.209 0.743 -1.945 -0.549 -0.608 -2.065 -0.801
O 1.298 2.064 0.086 0.760 -2.011 -0.990 -0.391
O -0.774 3.075 -0.060 -0.188 0.281 -0.135 -0.914
O 3.568 0.827 0.191 -0.168 -0.160 0.292 -0.926
P 2.222 0.727 -0.480 0.191 2.382 2.876 0.945
H -0.002 1.975 -1.563 0.383 -0.282 -0.241 0.223
H -2.710 2.477 -0.259 0.552 1.536 0.316 0.265
H -4.478 2.359 -0.669 1.160 -0.856 1.312 0.301
H -3.591 1.590 0.832 -0.847 -0.549 2.102 0.361
H 0.007 -1.006 2.931 0.220 0.360 -0.148 0.281
H 0.723 0.586 2.686 0.358 0.088 0.120 0.289
H 1.524 -0.677 3.808 -0.734 0.633 -1.310 0.335
H 3.051 -1.556 -1.502 1.760 1.169 -0.099 0.421
H 2.151 -2.744 -2.383 -0.567 0.263 -1.945 0.450
H 2.671 -3.275 -1.029 0.991 -0.342 1.512 0.357
H -2.817 0.983 -2.052 -0.646 0.208 -0.071 0.304
H -3.944 -0.115 -0.973 1.460 1.177 -0.968 0.292
H 1.441 -2.144 1.943 1.301 0.128 -1.016 0.233
H 2.795 -0.843 1.799 0.638 -0.336 0.173 0.422
H 0.514 -1.232 -1.527 -0.082 -0.306 -0.305 0.185
H 0.388 -2.675 -0.467 0.649 1.113 0.227 0.406
H -2.045 -0.627 0.339 -0.825 -1.228 0.586 0.303
H -1.456 -0.681 -1.340 0.005 0.491 0.682 0.018
H -0.922 1.174 1.135 -0.383 -0.499 0.807 0.117

---

What energy relative to the best compared isomer or geometry (same formula, charge and spin) values result from the calculations? In sequence: 0.1377, 0.4978, 8.2098, 0.1168, 5.6299, 2.7169 eV.
What calculated total energy values result from the calculations? In sequence: -1042.5055, -1042.4923, -995.5870, -788.2202, -736.4502, -1034.6438 a.u..